Entry 1:
{"formula": "C36H27BrN8O5SZn", "method": "ωB97M-V/def2-TZVPD", "species": ["Br", "Zn", "S", "O", "O", "O", "O", "O", "N", "N", "N", "N", "N", "N", "N", "N", "C", "C", "C", "C", "C", "C", "C", "C", "C", "C", "C", "C", "C", "C", "C", "C", "C", "C", "C", "C", "C", "C", "C", "C", "C", "C", "C", "C", "C", "C", "C", "C", "C", "C", "C", "C", "H", "H", "H", "H", "H", "H", "H", "H", "H", "H", "H", "H", "H", "H", "H", "H", "H", "H", "H", "H", "H", "H", "H", "H", "H", "H", "H"], "coordinates": [[3.11375, -0.23232, 0.92485], [-0.09808, 0.07688, -0.03094], [0.25394, 1.67214, -4.33879], [-1.31972, -2.27556, 1.71911], [1.28928, -8.62485, -0.49388], [-0.54146, -9.03201, 0.55507], [0.01239, -1.91118, -0.05179], [2.15425, -0.04836, 5.99078], [-8.52340, 1.14762, -0.72174], [-2.29711, 0.35072, -0.20913], [-4.23982, 0.47985, -1.21343], [0.10404, 0.13229, -2.28940], [-6.60558, 0.27815, -1.15749], [-7.59395, 1.09646, -1.59808], [0.29000, -8.27471, 0.09920], [0.65235, -0.09888, 2.15573], [-0.00419, -0.71527, -5.83259], [-8.80559, 0.09325, 1.55547], [-1.22592, -5.04217, 1.17340], [-0.15648, -2.77272, -4.56736], [0.58829, 3.03852, 0.68048], [-0.57575, -2.65184, 0.81801], [-5.42032, 0.09037, -1.95128], [-6.90096, -1.28981, 2.16665], [0.40780, 2.44216, -1.60784], [-6.90676, -0.20213, 0.08033], [-6.24178, -1.03948, 0.98463], [0.07430, -0.02922, -4.62337], [-3.02455, -1.69778, -1.45662], [0.25100, -0.03355, 4.51095], [0.39715, 2.03146, -0.26410], [1.62034, -0.06158, 4.74945], [-2.83255, 1.61015, 0.00163], [-8.16901, -0.73355, 2.45022], [0.99841, -5.94045, -0.24050], [0.57833, 3.77164, -1.98880], [1.94812, -0.12818, 2.41328], [-3.16109, -0.30276, -0.95618], [0.07698, -6.82179, 0.29118], [0.24489, 1.37839, -2.62205], [-8.14709, 0.35783, 0.35079], [-1.03510, -6.40226, 0.99476], [-0.08126, -2.09191, -3.36755], [0.02435, -0.70044, -3.39932], [-0.18052, -0.06282, 3.20282], [-0.32706, -4.13015, 0.63527], [2.49862, -0.11450, 3.67827], [0.76452, 4.37142, 0.32120], [0.78214, -4.58216, -0.07265], [-4.03679, 1.70612, -0.60732], [0.75327, 4.74353, -1.01828], [-0.12464, -2.09106, -5.79088], [-0.18313, -2.64843, -6.71663], [0.60294, 2.78408, 1.73779], [-3.77719, -2.35602, -1.01602], [-3.11449, -1.74421, -2.54313], [-2.04292, -2.06575, -1.18314], [1.85552, -6.31976, -0.77687], [0.57938, 4.05302, -3.03730], [-2.06896, -4.67107, 1.74036], [-5.54462, 0.69314, -2.84734], [-4.75906, 2.50224, -0.66814], [-0.23310, -3.85260, -4.56290], [-5.26374, -1.45733, 0.78336], [-6.43230, -1.92816, 2.90435], [1.45143, -0.02218, 6.65102], [-5.31372, -0.95441, -2.23421], [-2.30661, 2.35718, 0.57307], [0.91191, 5.12548, 1.08573], [-9.77422, 0.52711, 1.76490], [-8.64180, -0.96381, 3.39594], [-0.08066, -2.59814, -2.40935], [-1.23583, -0.08607, 2.96228], [0.03417, -0.18897, -6.77737], [0.88628, 5.77974, -1.30107], [-1.72456, -7.13288, 1.39116], [3.56561, -0.15119, 3.83949], [1.46715, -3.85848, -0.49319], [-0.46208, -0.00943, 5.32563]], "atomic_forces_ev_per_a": [[-0.03, 0.01, -0.03], [-0.26, -0.03, 0.19], [0.01, 0.08, -0.02], [-0.11, 0.01, -0.06], [0.03, 0.01, -0.06], [-0.08, -0.03, 0.01], [0.06, -0.02, -0.04], [-0.08, 0.01, 0.00], [0.25, -0.10, -0.02], [0.13, 0.23, -0.14], [-0.08, 0.06, -0.10], [0.11, -0.13, -0.20], [0.06, 0.12, -0.16], [-0.08, -0.06, 0.18], [0.04, 0.14, 0.09], [0.05, 0.09, 0.14], [0.00, -0.01, 0.01], [-0.03, -0.02, 0.06], [0.00, -0.08, 0.07], [0.00, 0.02, 0.04], [0.01, -0.02, 0.04], [-0.02, 0.14, -0.07], [-0.02, 0.00, 0.09], [-0.01, 0.03, -0.04], [-0.03, -0.12, -0.08], [0.14, -0.11, -0.03], [-0.04, 0.01, 0.03], [-0.02, 0.02, -0.08], [0.00, 0.04, 0.01], [-0.05, -0.01, -0.01], [0.00, -0.08, -0.13], [0.09, 0.00, 0.13], [0.07, -0.11, 0.11], [0.02, 0.01, -0.03], [0.06, 0.06, -0.06], [0.01, 0.00, -0.02], [-0.11, -0.02, 0.00], [-0.02, -0.05, 0.19], [0.03, -0.17, -0.05], [0.00, 0.06, 0.11], [-0.28, 0.13, 0.02], [-0.09, 0.01, 0.06], [0.02, -0.02, 0.00], [-0.03, 0.09, 0.19], [-0.01, 0.01, -0.11], [0.07, -0.07, -0.02], [0.08, 0.00, 0.01], [0.00, -0.02, -0.03], [-0.03, -0.03, -0.06], [0.00, -0.09, -0.03], [0.00, -0.02, 0.03], [0.00, 0.02, 0.03], [0.00, 0.00, 0.01], [0.00, 0.01, -0.01], [0.01, 0.00, 0.00], [0.00, 0.00, 0.00], [0.07, -0.02, 0.03], [-0.01, 0.00, 0.00], [0.00, 0.00, 0.02], [0.00, 0.02, -0.02], [-0.05, 0.05, -0.03], [0.00, -0.03, 0.00], [0.00, 0.01, 0.00], [-0.02, 0.02, 0.01], [0.00, 0.01, -0.01], [0.05, 0.00, -0.04], [0.02, -0.03, -0.01], [0.02, -0.04, -0.05], [0.00, 0.00, 0.00], [0.02, 0.00, -0.01], [0.02, 0.00, -0.01], [0.00, 0.01, -0.04], [0.04, 0.01, 0.00], [0.00, 0.00, 0.01], [0.00, -0.01, 0.00], [0.01, 0.01, 0.00], [-0.02, 0.00, -0.02], [0.01, 0.00, 0.02], [0.00, 0.00, -0.02]], "mulliken_charge": [-0.11, 0.76, -0.45, -0.69, -0.61, -0.62, -0.94, -0.54, -0.51, 0.26, 0.25, 0.49, 0.69, -0.75, 1.01, 0.40, -0.67, -0.70, -0.43, -0.82, 0.50, 0.20, -0.98, -0.67, 0.47, 1.46, -0.51, 0.96, -0.52, -0.77, -0.68, 0.96, -0.66, -0.56, -0.74, -0.87, -0.21, 0.64, 0.08, 1.19, 0.00, -0.59, -0.06, -0.86, -0.79, 0.45, -0.52, -0.87, -0.08, -0.99, -0.76, -0.49, 0.39, 0.38, 0.45, 0.51, -0.99, 0.49, 0.40, 0.49, 0.33, 0.52, 0.46, 0.32, 0.42, 0.30, 0.50, 0.66, 0.42, 0.43, 0.37, 0.42, 0.47, 0.41, 0.39, 0.48, 0.48, 0.50, 0.31], "homo_lumo_gap_ev": 8.13, "charge": 0, "homo_energy_ev": -8.407, "max_force_ha_per_bohr": 0.006}

=====

Entry 2:
{"formula": "C32H36BaN4OPSSe2Si", "method": "ωB97M-V/def2-TZVPD", "species": ["Ba", "Se", "Se", "S", "P", "Si", "O", "N", "N", "N", "N", "C", "C", "C", "C", "C", "C", "C", "C", "C", "C", "C", "C", "C", "C", "C", "C", "C", "C", "C", "C", "C", "C", "C", "C", "C", "C", "C", "C", "C", "C", "C", "C", "H", "H", "H", "H", "H", "H", "H", "H", "H", "H", "H", "H", "H", "H", "H", "H", "H", "H", "H", "H", "H", "H", "H", "H", "H", "H", "H", "H", "H", "H", "H", "H", "H", "H", "H", "H"], "coordinates": [[-0.17660, 0.57676, 1.70503], [0.89947, -2.79708, -1.37395], [-2.77228, -3.25562, -1.02970], [-2.33400, 2.14097, 0.53905], [-0.78998, -4.03753, -0.91728], [-0.09979, 4.01481, 3.64001], [-0.29375, -0.82707, 3.27400], [-1.25103, 2.79591, -1.75130], [1.71418, 2.09857, 0.72669], [0.57689, 2.91562, 2.54779], [-0.46203, 0.14569, -2.52327], [-0.92522, 4.86835, -3.64102], [-0.41173, 5.75558, 2.96476], [-0.34051, -7.68873, -3.72003], [-0.41957, 1.16404, -3.40800], [1.52309, 3.10206, 1.63187], [2.33864, 4.26401, 1.53055], [-0.62634, 3.52171, -3.99770], [-1.51560, -5.69556, -3.07023], [-0.64702, -5.51534, -2.00576], [3.25434, 4.37037, 0.52108], [0.61441, -5.08742, 2.80644], [0.94173, 4.22118, 5.20893], [0.37850, -6.43289, -1.80315], [-1.35957, -6.77393, -3.92836], [-0.22474, -6.12874, 3.16258], [-1.34673, 5.13306, -2.34844], [-1.40703, -5.87660, 1.08910], [2.68583, 1.08051, -1.22676], [-0.19068, 3.23032, -5.30386], [-0.75794, 2.49124, -3.04515], [-0.55350, -4.84033, 0.71896], [0.52836, -7.51622, -2.64932], [0.10695, 1.93349, -5.65714], [3.39894, 3.34528, -0.41080], [-0.54718, -1.52756, 4.43255], [-1.50876, 4.12102, -1.44701], [2.59891, 2.22561, -0.25916], [-1.76882, 3.34300, 4.18063], [0.45198, -4.44515, 1.58620], [-1.24129, -6.52158, 2.29940], [-0.00495, 0.91834, -4.72477], [-1.37295, 1.78845, -0.79642], [-1.61961, -1.51798, 4.69189], [-0.22156, -8.53389, -4.38581], [-2.04141, -6.90107, -4.75909], [-0.79640, 5.65020, -4.37509], [-0.25781, -2.58855, 4.37142], [2.76345, 1.44768, -2.25087], [1.92588, 4.62706, 4.98006], [0.46041, 4.88467, 5.92673], [1.32777, -8.22612, -2.47859], [1.06741, -6.28709, -0.98006], [1.08707, 3.25461, 5.68574], [-2.21098, -6.16199, 0.42149], [-0.01190, -1.10293, 5.30096], [3.56359, 0.46491, -1.02228], [-0.84327, 5.69448, 1.96776], [3.86642, 5.26309, 0.44311], [1.10684, -3.63425, 1.29512], [0.23803, -0.10240, -4.98826], [-2.32179, -4.98512, -3.20443], [4.09548, 3.41743, -1.23325], [2.21519, 5.05407, 2.25297], [-1.11914, 6.28334, 3.60567], [-0.10186, 4.04386, -6.01234], [0.43262, 1.70121, -6.66349], [-1.68287, 2.31327, 4.52297], [-0.89969, 0.33911, -1.61278], [-1.90957, -7.32654, 2.57765], [-0.36633, -0.80736, -2.83608], [-0.09848, -6.62734, 4.11562], [-2.46743, 3.35633, 3.34571], [1.39576, -4.76323, 3.47989], [1.80412, 0.44940, -1.16443], [0.49245, 6.35716, 2.89875], [-1.80905, 4.28591, -0.42466], [-1.53656, 6.14648, -2.01413], [-2.18936, 3.93303, 4.99517]], "atomic_forces_ev_per_a": [[-0.16, 0.35, -2.71], [0.06, -0.01, 0.11], [0.01, 0.03, 0.01], [-0.95, 0.62, -0.19], [0.01, -0.08, 0.00], [0.00, -0.01, 0.08], [-0.13, -2.26, 2.81], [0.15, -0.22, 0.10], [0.73, 0.43, -0.21], [0.12, 0.52, 0.40], [0.03, -0.67, -0.40], [-0.06, 0.03, 0.08], [0.01, -0.13, 0.06], [0.02, -0.03, 0.00], [0.00, -0.33, 0.03], [0.14, 0.24, 0.00], [0.04, 0.04, -0.02], [0.05, 0.05, -0.15], [-0.08, 0.03, 0.02], [-0.03, 0.09, 0.01], [0.10, 0.10, -0.04], [0.00, 0.00, 0.05], [-0.08, 0.02, -0.15], [0.08, 0.03, 0.07], [-0.01, -0.06, -0.05], [0.00, -0.02, 0.04], [0.04, 0.08, -0.06], [-0.07, 0.02, -0.08], [0.07, -0.02, -0.06], [0.00, 0.00, -0.03], [0.15, 0.09, -0.11], [0.01, 0.06, -0.05], [0.02, -0.07, -0.05], [0.00, 0.04, 0.04], [0.02, 0.01, -0.07], [-0.07, -0.09, 0.19], [-0.16, 0.15, 0.21], [0.00, 0.00, -0.09], [0.14, 0.07, -0.04], [0.03, 0.03, -0.05], [0.00, -0.05, 0.07], [0.05, -0.02, -0.10], [-0.58, 0.84, 0.59], [-0.01, -0.04, 0.05], [0.01, -0.04, -0.03], [-0.04, -0.01, -0.05], [0.01, 0.05, -0.04], [0.03, -0.05, -0.04], [0.02, 0.00, -0.03], [0.14, 0.06, -0.05], [-0.07, 0.11, 0.11], [0.03, -0.03, 0.00], [0.02, 0.01, 0.01], [0.02, -0.17, 0.08], [-0.02, -0.01, -0.02], [0.00, -0.04, 0.04], [0.06, -0.04, 0.02], [-0.07, -0.02, -0.15], [0.01, 0.03, 0.00], [0.01, 0.03, -0.02], [0.01, -0.06, -0.02], [-0.02, 0.03, -0.01], [0.03, 0.00, -0.06], [0.00, 0.11, 0.11], [-0.08, 0.06, 0.08], [0.00, 0.03, -0.03], [0.02, -0.01, -0.05], [0.03, -0.17, 0.06], [0.19, 0.14, -0.07], [-0.03, -0.04, 0.01], [0.08, 0.02, -0.14], [0.00, -0.02, 0.03], [-0.08, 0.00, -0.11], [0.04, 0.03, 0.05], [-0.08, -0.04, -0.02], [0.11, 0.07, 0.00], [0.00, -0.01, -0.05], [-0.01, -0.02, -0.01], [-0.06, 0.08, 0.10]], "mulliken_charge": [1.48, -0.55, -0.50, -0.48, 0.83, -0.12, -0.78, 0.48, -0.09, -0.22, 0.12, -0.94, -1.00, -0.37, 0.28, 0.68, -0.19, 1.51, -0.23, 0.11, -0.58, -0.64, -1.10, -0.39, -0.53, -0.40, -0.53, -0.34, -1.18, -0.87, -0.15, 0.06, -0.58, -0.59, -0.77, -0.80, -0.27, 0.42, -1.01, -0.17, -0.58, -0.78, -0.78, 0.26, 0.35, 0.35, 0.33, 0.09, 0.32, 0.30, 0.31, 0.35, 0.34, 0.29, 0.34, 0.24, 0.37, 0.20, 0.37, 0.24, 0.44, 0.22, 0.40, 0.24, 0.38, 0.30, 0.36, 0.29, 0.28, 0.36, -0.09, 0.35, 0.23, 0.41, 0.07, 0.35, 0.18, 0.38, 0.32], "homo_lumo_gap_ev": [5.20, 5.97], "charge": -2, "e_above_lowest_kj_mol": 97.1, "s2": 0.787, "multiplicity": 2, "homo_energy_ev": [-1.086, -1.852], "max_force_ha_per_bohr": 0.070}

=====

Entry 3:
{"formula": "C5H9NO", "method": "ωB97M-V/def2-TZVPD", "species": ["O", "N", "C", "C", "C", "C", "C", "H", "H", "H", "H", "H", "H", "H", "H", "H"], "coordinates": [[-0.86530, 2.72029, -0.76796], [-0.32903, 1.48030, -1.16161], [-0.57952, 0.62030, -0.25319], [1.26095, -1.01571, -0.94926], [-0.05985, -0.98280, 1.27014], [-1.34933, 0.79857, 0.97814], [-0.07004, -0.79413, -0.25129], [-0.23307, -1.99922, 1.63783], [0.81435, -0.54097, 1.75187], [-0.87546, 1.51347, 1.66779], [-1.05897, -0.45248, 1.63778], [1.59487, -2.05285, -0.83490], [1.17272, -0.79256, -2.01614], [-0.61287, 3.30242, -1.49449], [-0.83817, -1.44970, -0.68146], [2.02873, -0.35491, -0.53325]], "atomic_forces_ev_per_a": [[-0.04, 0.32, -0.11], [0.01, -0.51, 0.24], [0.06, 0.16, -0.19], [0.04, 0.00, -0.03], [0.18, 0.00, -0.03], [0.22, -0.06, -0.04], [-0.01, 0.01, -0.05], [-0.05, 0.18, -0.03], [-0.15, -0.06, -0.09], [-0.06, -0.14, -0.04], [-0.06, 0.06, 0.06], [-0.05, 0.13, -0.01], [0.02, -0.04, 0.16], [-0.07, -0.08, 0.15], [0.09, 0.11, 0.05], [-0.11, -0.08, -0.05]], "mulliken_charge": [-0.42, -0.48, 0.39, -1.42, -0.92, -0.75, 0.64, 0.39, 0.34, 0.22, 0.35, 0.40, 0.35, 0.36, 0.22, 0.32], "homo_lumo_gap_ev": 8.33, "charge": 0, "e_above_lowest_kj_mol": 602.7, "homo_energy_ev": -8.286, "max_force_ha_per_bohr": 0.011}